# 1
A molecular structure, C34H30N3O2PSe2Te2Zr at a distorted geometry. Source: the OMol25 dataset; level of theory: ωB97M-V/def2-TZVPD.

The HOMO-LUMO gap is 0.2436 Ha.

ORCA input file:
```
! wB97M-V def2-TZVPD RIJCOSX def2/J DEFGRID3
* xyz 0 1
Zr -1.9854 1.0041 0.7852
O -3.1118 0.6628 3.2610
C -2.7773 -0.4733 3.9634
C -3.4443 -0.8724 5.1099
C -3.0904 -2.0622 5.7245
C -2.0893 -2.8586 5.1962
C -1.4180 -2.4667 4.0520
C -1.7491 -1.2697 3.4422
C -1.1002 -0.7346 2.2268
O -0.7310 0.5094 2.2429
N -1.0722 -1.4671 1.1571
N -0.5789 -0.7472 0.0246
C -1.0040 -1.2942 -1.2674
C -1.9255 -0.3943 -2.0375
C -2.2996 -0.7142 -3.3335
C -3.1830 0.1183 -4.0096
C -3.6610 1.2463 -3.3645
C -3.2218 1.5120 -2.0746
N -2.3622 0.7167 -1.4197
H -3.7677 1.1848 3.7625
H -4.2442 -0.2665 5.5115
H -3.6080 -2.3768 6.6182
H -1.8359 -3.7933 5.6679
H -0.6360 -3.0729 3.6231
H -1.4553 -2.2913 -1.1538
H -1.9219 -1.6155 -3.7916
H -3.4881 -0.1218 -5.0173
H -4.3760 1.9011 -3.8401
H -3.5511 2.4037 -1.5452
C 4.0559 -1.0386 -1.3069
C 4.3025 0.2155 -0.5249
C 5.6231 0.6370 -0.3785
C 5.9520 1.7917 0.3040
C 4.9451 2.5783 0.8438
C 3.6369 2.1654 0.7223
C 3.2943 0.9892 0.0456
P 1.4770 0.7635 0.2163
C 0.8717 -0.9731 -0.3007
C 0.4656 -1.3562 -1.7525
C 0.8646 -2.7042 -2.2387
C 1.3447 -3.6300 -1.4088
C 1.6540 -3.3120 -0.0349
C 1.5051 -2.0845 0.4871
C 2.0160 -1.7513 1.8519
C 0.9109 1.6768 -1.2722
C 1.5098 1.5331 -2.5175
C 0.9666 2.1435 -3.6356
C -0.1763 2.9225 -3.5053
C -0.7231 3.1532 -2.2634
C -0.1883 2.5550 -1.1047
C -0.7359 2.8352 0.2020
H 4.5230 -0.9558 -2.2886
H 2.9972 -1.2260 -1.4339
H 4.5022 -1.8951 -0.8008
H 6.4082 0.0306 -0.8115
H 6.9869 2.0861 0.4090
H 5.1797 3.4930 1.3685
H 2.8388 2.7544 1.1627
H 0.6733 -0.5850 -2.5003
H 0.6867 -2.9027 -3.2843
H 1.5774 -4.6233 -1.7624
H 2.0986 -4.0992 0.5592
H 2.1991 -2.6531 2.4329
H 1.3152 -1.1230 2.3995
H 2.9613 -1.2091 1.7580
H 2.4183 0.9530 -2.6056
H 1.4342 2.0174 -4.5997
H -0.6170 3.3811 -4.3795
H -1.5633 3.8293 -2.1616
H -1.3012 3.7788 0.2111
H 0.0200 2.8447 0.9995
Se -3.6345 3.0429 1.3586
Te -5.9587 2.1644 1.7124
Te -5.8025 0.3305 -0.2823
Se -3.8275 -0.9127 0.5978
*
```

Atomic charges from the Löwdin analysis, expressed in e, are listed below:
1. Zr 1.25
2. O -0.16
3. C -0.25
4. C 0.00
5. C -0.07
6. C -0.08
7. C -0.01
8. C -0.10
9. C -0.58
10. O -0.22
11. N 0.08
12. N -0.19
13. C -0.19
14. C -0.25
15. C 0.01
16. C -0.03
17. C -0.06
18. C -0.23
19. N -0.11
20. H 0.08
21. H 0.12
22. H 0.11
23. H 0.10
24. H 0.12
25. H 0.17
26. H 0.12
27. H 0.11
28. H 0.12
29. H 0.07
30. C -0.04
31. C -0.27
32. C -0.05
33. C -0.08
34. C -0.09
35. C -0.11
36. C -0.32
37. P 1.19
38. C -0.38
39. C -0.17
40. C -0.05
41. C -0.08
42. C -0.04
43. C -0.26
44. C -0.04
45. C -0.31
46. C -0.10
47. C -0.09
48. C -0.08
49. C -0.07
50. C -0.35
51. C -0.33
52. H 0.09
53. H 0.04
54. H 0.09
55. H 0.11
56. H 0.10
57. H 0.10
58. H 0.10
59. H 0.12
60. H 0.11
61. H 0.10
62. H 0.11
63. H 0.09
64. H 0.06
65. H 0.08
66. H 0.10
67. H 0.10
68. H 0.10
69. H 0.11
70. H 0.02
71. H 0.04
72. Se -0.10
73. Te 0.18
74. Te 0.24
75. Se 0.08

# 2
2 unconnected molecules or ions with the total composition C3H6NO2 at a distorted geometry. Source: the OMol25 dataset; level of theory: ωB97M-V/def2-TZVPD.

The HOMO-LUMO gap is 0.3851 Ha.

ORCA input file:
```
! wB97M-V def2-TZVPD RIJCOSX def2/J DEFGRID3
* xyz 1 1
C 1.8686 -1.0846 -0.0882
C -2.2926 -0.4139 -0.0111
C 0.5546 0.9473 0.4497
N 1.4157 0.0392 0.1849
O 0.2718 1.9312 -0.3370
O -1.3169 0.1555 0.4085
H 2.9439 -1.2309 -0.1051
H -3.3042 -0.1035 0.2906
H -2.2439 -1.2598 -0.7120
H 1.2320 -1.9364 -0.3153
H 0.3502 1.1483 1.5036
H 0.5209 1.8078 -1.2686
*
```

Atomic charges from the Löwdin analysis, expressed in e, are listed below:
1. C 0.15
2. C 0.00
3. C -0.24
4. N 0.12
5. O 0.17
6. O -0.01
7. H 0.12
8. H 0.11
9. H 0.11
10. H 0.12
11. H 0.19
12. H 0.17

# 3
2 unconnected molecules or ions with the total composition C9H14NO3 at a distorted geometry. Source: the OMol25 dataset; level of theory: ωB97M-V/def2-TZVPD.

The HOMO-LUMO gap is 0.3225 Ha.

ORCA input file:
```
! wB97M-V def2-TZVPD RIJCOSX def2/J DEFGRID3
* xyz 1 1
C -3.7018 -0.1951 -0.4595
C -3.0305 -1.0569 0.4258
C -3.0328 0.9999 -0.7134
C -1.8216 -0.7867 1.0105
C -1.7728 1.2803 -0.2370
C -1.1545 0.3753 0.6387
C 3.3145 -1.7277 0.0930
C 1.2679 -0.3640 -0.5401
C 0.2747 0.6284 1.0685
N 1.5659 0.7451 -1.5391
O 0.8991 1.8082 0.7221
O 0.6271 0.0540 2.2284
O 2.4184 -0.6059 0.2220
H -4.7878 -0.4371 -0.7510
H -3.6907 -1.8958 0.6677
H -3.5502 1.6973 -1.4084
H -1.3634 -1.4746 1.5940
H -1.3467 2.2677 -0.4616
H 3.4514 -1.7867 -1.0038
H 2.9998 -2.6637 0.4967
H 4.2394 -1.3597 0.5398
H 0.7654 -1.1618 -1.0701
H 1.1097 0.7241 -2.4180
H 2.6377 0.8496 -1.7705
H 1.1597 1.6661 -1.0930
H 0.8196 2.4170 1.5927
H 1.7023 0.0028 2.1656
*
```

Atomic charges from the Löwdin analysis, expressed in e, are listed below:
1. C -0.06
2. C -0.07
3. C -0.09
4. C -0.02
5. C -0.05
6. C -0.16
7. C -0.02
8. C -0.14
9. C -0.41
10. N 0.19
11. O -0.03
12. O 0.08
13. O -0.21
14. H 0.14
15. H 0.12
16. H 0.12
17. H 0.09
18. H 0.12
19. H 0.10
20. H 0.09
21. H 0.10
22. H 0.14
23. H 0.13
24. H 0.22
25. H 0.17
26. H 0.23
27. H 0.21

# 4
A molecular structure, C29H48N7O2P2Pd at a distorted geometry. Source: the OMol25 dataset; level of theory: ωB97M-V/def2-TZVPD.

The HOMO-LUMO gap is 0.2071 Ha.

ORCA input file:
```
! wB97M-V def2-TZVPD RIJCOSX def2/J DEFGRID3
* xyz 1 1
Pd 0.3698 0.4731 -0.3230
N 1.5691 -0.8264 4.7727
C 1.0440 -1.8760 3.8532
C 1.3929 -1.4498 2.4162
N 0.8839 -0.1465 2.1158
C 1.2958 0.8654 3.0391
C 0.9360 0.4934 4.4933
H 2.5750 -0.7288 4.5808
H 1.4526 -1.0911 5.7566
H -0.0359 -1.9272 3.9876
H 1.4842 -2.8417 4.1018
H 0.9560 -2.1477 1.7023
H 2.4822 -1.4505 2.2877
H -0.1207 -0.1478 1.9393
H 0.8173 1.8088 2.7704
H 2.3805 1.0043 2.9582
H -0.1472 0.4015 4.5945
H 1.3003 1.2334 5.2086
C -2.9983 -3.4062 0.3797
N -2.8355 -2.6362 -0.8404
C -3.7549 -3.0499 -1.8822
P -1.2066 -2.3582 -1.1718
O -0.5274 -1.8636 0.0458
N -1.2206 -1.3238 -2.5163
C 0.1348 -0.9365 -2.8745
C -2.0304 -0.1359 -2.3053
N -0.5534 -3.8130 -1.7050
C -0.8702 -4.2639 -3.0432
C 0.6758 -4.3528 -1.1745
H -2.5957 -4.4216 0.2876
H -4.0578 -3.4637 0.6223
H -2.4703 -2.8956 1.1822
H -3.7156 -4.1305 -2.0543
H -3.5197 -2.5303 -2.8082
H -4.7746 -2.7873 -1.5822
H 0.7831 -1.8121 -2.9061
H 0.5509 -0.1941 -2.1303
H 0.1363 -0.4763 -3.8647
H -3.0048 -0.4049 -1.9079
H -2.1543 0.3796 -3.2592
H -1.5333 0.5446 -1.5789
H -1.7265 -3.7048 -3.4053
H -1.1044 -5.3331 -3.0377
H -0.0307 -4.0957 -3.7252
H 0.8333 -3.9641 -0.1714
H 1.5440 -4.1049 -1.7975
H 0.5970 -5.4421 -1.1160
C 0.5739 4.1258 -0.0392
P -0.4961 2.6295 -0.0110
C -1.8438 3.1766 -1.1174
C -1.5508 3.2655 -2.4768
C -2.5470 3.5633 -3.3864
C -3.8452 3.7779 -2.9493
C -4.1402 3.6932 -1.6004
C -3.1450 3.4004 -0.6844
C -1.3512 2.7001 1.6045
C -1.3436 3.8057 2.4461
C -1.9897 3.7587 3.6694
C -2.6436 2.6070 4.0740
C -2.6669 1.5004 3.2364
C -2.0278 1.5472 2.0104
H 0.0015 5.0474 0.0400
H 1.1097 4.1216 -0.9871
H 1.3112 4.0567 0.7588
H -0.5385 3.0807 -2.8190
H -2.3229 3.6133 -4.4413
H -4.6289 3.9935 -3.6608
H -5.1555 3.8421 -1.2630
H -3.3890 3.3486 0.3666
H -0.8639 4.7229 2.1411
H -1.9910 4.6297 4.3065
H -3.1456 2.5784 5.0304
H -3.1935 0.6051 3.5400
H -2.0760 0.6959 1.3329
N 7.4147 0.0449 -2.0681
C 6.3035 -0.6941 -2.2967
O 6.2897 -1.6013 -3.1025
C 5.0853 -0.3420 -1.5022
C 4.0145 -1.2348 -1.5276
C 2.8941 -0.9659 -0.7618
N 2.7593 0.1400 -0.0253
C 3.7563 1.0174 -0.0491
C 4.9377 0.8158 -0.7429
H 8.2402 -0.1946 -2.5902
H 7.4851 0.7729 -1.3817
H 4.1093 -2.1221 -2.1345
H 2.0740 -1.6753 -0.7056
H 3.6100 1.9191 0.5344
H 5.7169 1.5600 -0.6812
*
```

Atomic charges from the Löwdin analysis, expressed in e, are listed below:
1. Pd 0.19
2. N 0.05
3. C -0.09
4. C -0.21
5. N -0.11
6. C -0.19
7. C -0.09
8. H 0.18
9. H 0.19
10. H 0.14
11. H 0.13
12. H 0.10
13. H 0.12
14. H 0.08
15. H 0.11
16. H 0.12
17. H 0.13
18. H 0.14
19. C -0.12
20. N -0.31
21. C -0.12
22. P 0.57
23. O -0.32
24. N -0.29
25. C -0.12
26. C -0.13
27. N -0.30
28. C -0.11
29. C -0.11
30. H 0.08
31. H 0.09
32. H 0.07
33. H 0.09
34. H 0.07
35. H 0.09
36. H 0.07
37. H 0.02
38. H 0.10
39. H 0.08
40. H 0.09
41. H 0.02
42. H 0.06
43. H 0.09
44. H 0.09
45. H 0.06
46. H 0.08
47. H 0.09
48. C -0.26
49. P 0.91
50. C -0.37
51. C -0.12
52. C -0.09
53. C -0.08
54. C -0.08
55. C -0.08
56. C -0.41
57. C -0.09
58. C -0.08
59. C -0.09
60. C -0.09
61. C -0.14
62. H 0.04
63. H 0.04
64. H 0.03
65. H 0.10
66. H 0.11
67. H 0.10
68. H 0.10
69. H 0.10
70. H 0.10
71. H 0.11
72. H 0.10
73. H 0.10
74. H 0.10
75. N 0.18
76. C -0.50
77. O 0.07
78. C -0.12
79. C 0.02
80. C -0.14
81. N 0.01
82. C -0.13
83. C -0.01
84. H 0.12
85. H 0.09
86. H 0.12
87. H 0.08
88. H 0.10
89. H 0.10

Relative energy (zero: lowest compared OMol25 entry of this formula, charge and spin) across the listed records, respectively: 341.55 206.73 293.48 73.30 kJ/mol.
E_LUMO across the listed records, respectively: -0.35 -4.48 -3.16 -2.71 eV.